(1)
DFT (wB97M-V/def2-TZVPD) results for a 2-piece molecular cluster, C13H19N overall in a non-equilibrium geometry.

For the lowest unoccupied orbital energy, the calculation gives 0.85 eV. The value obtained for the HOMO-LUMO gap is 8.762 eV. Its SMILES is Cc1c[nH]c2ccccc12.CC(C)C. The energy above the lowest of the compared OMol25 structures with the same formula, charge and spin is 1.755 eV. The calculation puts the total energy at -15278.05708 eV. The calculation puts the HOMO energy at -7.912 eV.

Positions of all 33 atoms, in Å:
C (1.35057, 0.55169, -1.44022)
C (1.42730, 0.23690, -2.92765)
C (2.41504, -0.10719, -0.52784)
C (1.57503, 2.09233, -1.32551)
H (0.43153, 0.36609, -0.88687)
H (2.09618, -0.62575, -3.05283)
H (2.44063, -1.20613, -0.49027)
H (3.47202, 0.19272, -0.61692)
H (2.19960, 0.33545, 0.46053)
H (2.57869, 2.46719, -1.22757)
H (0.96205, 2.49417, -2.18394)
H (0.98268, 2.48331, -0.48016)
H (1.52394, 0.99171, -3.70058)
H (0.50021, -0.28793, -3.24921)
C (-0.00575, -2.54407, -0.26122)
C (-2.24513, 0.16424, 1.12853)
C (-1.13564, -0.69217, 1.32709)
C (-0.99640, -1.47334, 0.12650)
C (-1.96241, -0.98064, -0.74060)
C (-2.59994, 1.12708, 2.12574)
C (-1.73371, 1.16505, 3.17862)
C (-0.59415, 0.35894, 3.38917)
C (-0.30677, -0.61993, 2.48302)
N (-2.65215, 0.09311, -0.16510)
H (-3.49950, 1.71822, 1.98903)
H (-1.96579, 1.90260, 3.96868)
H (-3.58418, 0.35672, -0.44631)
H (0.11062, 0.71605, 4.14082)
H (-2.23979, -1.35911, -1.70432)
H (0.66204, -1.09669, 2.30661)
H (0.95198, -2.75870, 0.24107)
H (0.23441, -2.49326, -1.31615)
H (-0.39322, -3.56868, -0.12215)

Now the natural (NBO) charges, all in e: C -0.2423; C -0.6360; C -0.6146; C -0.6046; H 0.2258; H 0.2116; H 0.2039; H 0.2022; H 0.2083; H 0.2089; H 0.2007; H 0.2039; H 0.2205; H 0.2087; C -0.6556; C 0.1453; C -0.1125; C -0.0746; C -0.0484; C -0.2358; C -0.2100; C -0.2465; C -0.1802; N -0.5264; H 0.2165; H 0.2063; H 0.4072; H 0.2173; H 0.2083; H 0.2181; H 0.2305; H 0.2219; H 0.2217

***

(2)
DFT (wB97M-V/def2-TZVPD) results for one molecule with the formula C13H19N3O2S2 in a non-equilibrium geometry.

For the lowest unoccupied orbital energy, the calculation gives 0.53 eV. The value obtained for the HOMO-LUMO gap is 8.511 eV. Its SMILES is CCN(CC)S(=O)(=O)c1ccc2c(c1)[nH]c(=S)n2CC. The energy above the lowest of the compared OMol25 structures with the same formula, charge and spin is 0.000 eV. The calculation puts the total energy at -44025.72548 eV. The calculation puts the HOMO energy at -7.983 eV.

Positions of all 39 atoms, in Å:
C (4.50170, 0.74737, -1.79829)
H (4.57311, -0.33454, -1.86146)
H (4.66497, 1.17393, -2.78455)
H (5.27495, 1.11551, -1.12834)
C (3.11190, 1.12647, -1.29422)
N (2.79887, 0.58092, 0.00853)
S (2.27162, -0.99010, 0.04701)
O (2.56815, -1.55354, 1.33264)
O (2.71059, -1.69955, -1.12124)
C (0.48319, -0.84296, -0.07811)
C (-0.14269, 0.39094, -0.08387)
C (-1.52266, 0.38577, -0.16676)
N (-2.44905, 1.39893, -0.19510)
C (-3.71180, 0.87430, -0.28091)
S (-5.10489, 1.73437, -0.33818)
N (-3.58222, -0.48775, -0.31905)
C (-2.25163, -0.82036, -0.24042)
C (-1.60560, -2.04623, -0.23505)
C (-0.22170, -2.03401, -0.15337)
H (0.34023, -2.95349, -0.14664)
H (-2.15158, -2.97355, -0.29194)
C (-4.69417, -1.40301, -0.35713)
C (-5.03976, -1.91510, 1.03749)
H (-5.87167, -2.61073, 0.97860)
H (-5.32657, -1.08401, 1.67689)
H (-4.18704, -2.42185, 1.48360)
H (-4.43771, -2.23132, -1.02234)
H (-5.54378, -0.85582, -0.77446)
H (-2.26922, 2.38806, -0.15755)
H (0.42797, 1.30217, -0.02752)
C (3.40751, 1.15578, 1.18717)
C (2.57983, 2.30743, 1.75431)
H (2.45587, 3.09618, 1.01511)
H (1.59912, 1.95283, 2.06117)
H (3.08353, 2.72533, 2.62172)
H (3.47467, 0.35237, 1.92185)
H (4.41995, 1.50260, 0.95765)
H (2.36098, 0.73166, -1.98194)
H (3.00505, 2.21503, -1.24528)

Now the natural (NBO) charges, all in e: C -0.6279; H 0.2362; H 0.2139; H 0.2007; C -0.2147; N -0.7149; S 2.3227; O -0.9390; O -0.9414; C -0.2366; C -0.2788; C 0.1872; N -0.5620; C 0.2510; S -0.2350; N -0.3804; C 0.1274; C -0.2271; C -0.2198; H 0.2392; H 0.2276; C -0.2191; C -0.6155; H 0.2188; H 0.2244; H 0.2064; H 0.2024; H 0.2478; H 0.4356; H 0.2377; C -0.2229; C -0.6156; H 0.1988; H 0.2078; H 0.2184; H 0.2436; H 0.1903; H 0.2160; H 0.1968

***

(3)
DFT (wB97M-V/def2-TZVPD) results for a 2-piece molecular cluster, C13H19N7O3 overall in a non-equilibrium geometry.

For the lowest unoccupied orbital energy, the calculation gives -1.02 eV. The value obtained for the HOMO-LUMO gap is 7.292 eV. Its SMILES is COc1ncc2c(no[n+]2[O-])n1.CN1CCCN2CCCN=C12. The calculation puts the total energy at -30356.79814 eV. The calculation puts the HOMO energy at -8.315 eV.

Positions of all 42 atoms, in Å:
C (0.71583, -2.94659, -0.09371)
N (1.50238, -1.85779, 0.43905)
C (2.89121, -1.80110, 0.06286)
C (3.35380, -0.37213, 0.11232)
C (3.08681, 0.23910, 1.45537)
N (1.74618, -0.06239, 1.91546)
C (1.31110, 0.80753, 2.99157)
C (0.01062, 0.33694, 3.58361)
C (-0.91829, -0.24586, 2.55621)
N (-0.28722, -1.27252, 1.77156)
C (0.95675, -1.05913, 1.40265)
H (-0.31806, -2.61543, -0.21340)
H (1.12339, -3.21629, -1.07334)
H (0.73507, -3.83712, 0.54936)
H (3.49886, -2.43346, 0.73255)
H (2.95933, -2.20381, -0.94985)
H (4.42188, -0.32635, -0.10526)
H (2.83655, 0.21481, -0.65219)
H (3.82032, -0.10772, 2.20281)
H (3.18739, 1.33095, 1.39530)
H (2.09159, 0.83676, 3.76368)
H (1.21722, 1.83114, 2.59702)
H (0.21392, -0.42849, 4.33468)
H (-0.46733, 1.17184, 4.09835)
H (-1.77855, -0.71226, 3.04060)
H (-1.32735, 0.55961, 1.92201)
C (-0.84080, -7.22277, 0.51064)
O (-1.76106, -7.18531, 1.62939)
C (-2.13557, -5.96064, 2.01125)
N (-3.22771, -5.92842, 2.78996)
C (-3.69125, -4.71674, 3.04017)
N (-4.99288, -4.40354, 3.37336)
O (-5.11674, -3.06787, 3.08692)
N (-3.83491, -2.51911, 2.56172)
O (-3.83325, -1.35924, 2.19277)
C (-2.93580, -3.53943, 2.63851)
C (-1.75313, -3.68229, 1.90230)
N (-1.39961, -4.93309, 1.57708)
H (-0.44990, -8.23668, 0.50260)
H (-1.39602, -7.02331, -0.41274)
H (-0.03810, -6.48721, 0.64258)
H (-1.12091, -2.81598, 1.65743)

Now the natural (NBO) charges, all in e: C -0.4031; N -0.4304; C -0.1963; C -0.4181; C -0.1935; N -0.4430; C -0.1925; C -0.4262; C -0.2215; N -0.6525; C 0.6319; H 0.2272; H 0.1959; H 0.1999; H 0.1796; H 0.2077; H 0.2210; H 0.2112; H 0.1825; H 0.2000; H 0.1940; H 0.1819; H 0.2021; H 0.2169; H 0.2045; H 0.1796; C -0.2635; O -0.4644; C 0.6921; N -0.4830; C 0.3050; N -0.1215; O -0.1695; N 0.4148; O -0.3547; C -0.1079; C 0.1431; N -0.5393; H 0.1981; H 0.1859; H 0.2082; H 0.2978

***

(4)
DFT (wB97M-V/def2-TZVPD) results for C13H19NO as an isolated structure in a non-equilibrium geometry.

For the lowest unoccupied orbital energy, the calculation gives 0.77 eV. The value obtained for the HOMO-LUMO gap is 8.658 eV. The energy above the lowest of the compared OMol25 structures with the same formula, charge and spin is 12.162 eV. The calculation puts the total energy at -17315.79208 eV. The calculation puts the HOMO energy at -7.893 eV.

Positions of all 34 atoms, in Å:
C (-2.25293, 1.59142, -1.11506)
C (-2.55746, 0.42484, -0.05275)
C (-3.14509, -0.93554, -0.56495)
C (-2.33157, -1.81311, 0.50947)
C (-1.39047, -1.03711, 1.19563)
C (-0.36861, 1.13278, 0.82428)
C (0.99370, 1.46158, 0.05729)
C (2.06426, 0.57377, -0.26969)
C (3.34837, 0.96482, 0.20718)
C (4.32625, 0.12731, 0.16088)
C (3.82461, -1.24930, -0.03030)
C (2.53570, -1.67703, -0.39253)
C (1.61303, -0.61397, -0.57302)
H (-2.99463, 1.81092, -2.09538)
H (-1.80445, 2.42882, -0.14279)
H (-1.04695, 1.14267, -1.58019)
H (-3.11289, 0.79040, 0.94989)
H (-2.75771, -1.16964, -1.64227)
H (-4.14384, -0.79212, -0.54623)
H (-3.02459, -2.04638, 1.36782)
H (-1.90183, -2.62840, -0.13762)
H (-1.57807, -0.55994, 2.21799)
H (-0.24698, -1.53694, 1.28573)
H (-1.10749, 2.08114, 0.86199)
H (0.07938, 0.76005, 1.66958)
H (1.04275, 2.34147, 0.84353)
H (0.84059, 2.21403, -0.87088)
H (3.62469, 1.98277, 0.55423)
H (5.44520, 0.63752, 0.35605)
H (4.73470, -1.99195, -0.53839)
H (2.27905, -2.87348, -0.40028)
H (-0.37670, -0.65935, -0.89310)
N (-1.23401, 0.05112, 0.11309)
O (0.62397, -0.93315, -1.32919)

Now the natural (NBO) charges, all in e: C -0.6411; C -0.0778; C -0.3932; C -0.4672; C -0.2332; C -0.1984; C -0.4024; C -0.1958; C -0.1938; C -0.2396; C -0.2175; C -0.2276; C 0.3065; H 0.2551; H 0.1978; H 0.2402; H 0.1873; H 0.2099; H 0.2104; H 0.2273; H 0.2444; H 0.2038; H 0.2214; H 0.1966; H 0.2038; H 0.2311; H 0.2043; H 0.2103; H 0.2276; H 0.2019; H 0.2348; H 0.5173; N -0.5092; O -0.7349

***

(5)
DFT (wB97M-V/def2-TZVPD) results for C13H19NO as an isolated structure in a non-equilibrium geometry.

For the lowest unoccupied orbital energy, the calculation gives 0.85 eV. The value obtained for the HOMO-LUMO gap is 8.679 eV. The energy above the lowest of the compared OMol25 structures with the same formula, charge and spin is 13.774 eV. The calculation puts the total energy at -17314.17964 eV. The calculation puts the HOMO energy at -7.828 eV.

Positions of all 34 atoms, in Å:
C (5.24036, 1.55170, 0.16033)
H (5.11120, 1.89149, 1.08380)
O (4.90288, 0.32537, -0.15913)
C (3.46225, -0.05491, -0.06059)
C (2.45604, 0.74427, 0.11040)
C (1.04681, 0.45357, 0.38626)
C (0.62511, -0.89881, 0.27721)
C (1.67456, -1.68860, -0.31054)
C (2.97082, -1.31985, -0.35218)
H (3.82863, -2.11473, -0.49693)
H (1.35892, -2.53900, -0.34899)
C (-0.84089, -1.06108, 0.09174)
N (-1.55462, -0.31821, -0.52178)
H (-1.22955, 0.11955, -1.31981)
C (-2.99807, -0.49767, -0.56100)
C (-3.86002, 0.49750, -1.15315)
H (-4.40380, -0.16459, -1.92229)
C (-4.66927, 1.27587, -0.20429)
H (-3.93960, 2.25914, 0.05884)
H (-5.56309, 1.78512, -0.62304)
C (-4.97311, 0.31173, 0.72355)
H (-5.39183, 0.87446, 1.89265)
H (-5.69141, -0.27699, 0.53143)
C (-3.64816, -0.34066, 1.15949)
H (-3.68772, -1.19658, 1.21578)
H (-2.83848, 0.24883, 1.58315)
H (-3.11521, 0.98709, -1.85815)
H (-3.09730, -1.34089, -0.86731)
H (-0.96418, -2.18520, -0.16198)
H (-0.99260, -1.28782, 1.31844)
H (0.35512, 1.38583, 0.51158)
H (2.65852, 1.92826, 0.31508)
H (6.30109, 1.56140, -0.03416)
H (4.73511, 2.11584, -0.67723)

Now the natural (NBO) charges, all in e: C -0.2240; H 0.1646; O -0.4948; C 0.2430; C -0.2714; C -0.1968; C -0.0080; C -0.2093; C -0.2127; H 0.2199; H 0.1849; C -0.1519; N -0.6427; H 0.3772; C 0.0224; C -0.4350; H 0.2106; C -0.4166; H 0.2049; H 0.2251; C -0.3580; H 0.1619; H 0.1989; C -0.3402; H 0.1530; H 0.2162; H 0.2122; H 0.1367; H 0.0967; H 0.1587; H 0.2239; H 0.2040; H 0.1893; H 0.1571

***

(6)
DFT (wB97M-V/def2-TZVPD) results for a 2-piece molecular cluster, C13H19P overall in a non-equilibrium geometry.

For the lowest unoccupied orbital energy, the calculation gives 0.55 eV. The value obtained for the HOMO-LUMO gap is 8.778 eV. Its SMILES is C#C/C(C=C)=C\C.CC(=C=P)C(C)C. The energy above the lowest of the compared OMol25 structures with the same formula, charge and spin is 7.160 eV. The calculation puts the total energy at -23070.41545 eV. The calculation puts the HOMO energy at -8.225 eV.

Positions of all 33 atoms, in Å:
C (2.08647, 2.41137, -0.40109)
C (0.85317, -1.36620, 2.11231)
C (2.03395, 1.63393, 0.68911)
C (3.20948, -0.39445, -0.17182)
C (1.41664, -0.56838, 1.41590)
C (2.32060, 0.21557, 0.61226)
C (-1.72557, -0.68855, -0.13713)
C (-2.50230, 0.58220, 0.05075)
C (-0.74957, -0.67842, -0.95472)
C (3.49515, -1.81919, -0.31771)
C (-2.26457, -2.06029, 0.43730)
C (-3.07988, 1.10396, -1.27157)
C (-1.60988, 1.49087, 1.05147)
P (0.44956, -0.62080, -2.09628)
H (1.91498, 3.48620, -0.51298)
H (2.29340, 2.09040, -1.31836)
H (-3.48268, 0.23032, 0.45907)
H (0.20742, -1.89666, 2.72273)
H (1.60416, 1.88719, 1.59878)
H (3.70974, 0.37469, -0.67071)
H (3.29411, -2.27801, -1.40219)
H (4.48376, -2.09158, -0.10608)
H (3.01964, -2.30611, 0.48166)
H (-1.27931, -2.68304, 0.63719)
H (-2.86902, -2.48398, -0.22819)
H (-2.80172, -1.73132, 1.37866)
H (-3.87078, 1.82795, -1.00079)
H (-2.21283, 1.52895, -1.74019)
H (-3.27652, 0.18498, -1.70343)
H (-0.57367, 1.45681, 0.73682)
H (-1.71649, 1.27696, 2.06107)
H (-2.00204, 2.43761, 0.79781)
H (-0.37542, -0.55295, -3.20965)

Now the natural (NBO) charges, all in e: C -0.3521; C -0.2331; C -0.1959; C -0.0864; C -0.0149; C -0.1628; C -0.0836; C -0.2030; C -0.3102; C -0.6587; C -0.5986; C -0.6047; C -0.6011; P 0.3313; H 0.1974; H 0.1827; H 0.1919; H 0.2249; H 0.2117; H 0.1991; H 0.2305; H 0.2248; H 0.2310; H 0.2282; H 0.2077; H 0.2127; H 0.2147; H 0.2072; H 0.2163; H 0.2203; H 0.2122; H 0.2028; H -0.0423

***

Q: Which formula does entry 6 have?
A: C13H19P